DFT (wB97M-V/def2-TZVPD) results for a 2-piece molecular cluster, C5H10O2 overall.

Each line ends with the natural charge from an NBO analysis.
Element x y z (Å)
1 O -0.31618 2.09451 -1.40260  -0.948
2 O -1.71391 0.96270 0.60242  -0.555
3 C 0.46838 0.07733 -0.09803  -0.047
4 C -1.15237 -1.19974 1.39349  -0.721
5 C 0.58553 -0.57836 -1.44164  -0.640
6 C 1.54535 0.36100 0.61910  -0.441
7 C -0.89294 0.06485 0.60792  0.593
8 H 2.53008 0.12562 0.21832  0.205
9 H 1.45559 0.62288 1.66304  0.201
10 H -0.27460 -0.35653 -2.06438  0.236
11 H 0.64795 -1.65004 -1.24612  0.212
12 H -0.22692 -1.50710 1.88194  0.233
13 H 1.50789 -0.28179 -1.96226  0.231
14 H 0.36741 2.27796 -0.75824  0.470
15 H -1.95329 -1.03000 2.11720  0.240
16 H -1.11028 2.02006 -0.84915  0.489
17 H -1.46768 -2.00336 0.71900  0.243

energy = -346.95466 Eh
E_LUMO = 0.806 eV
HOMO level = -9.8 eV
HOMO-LUMO gap = 10.56 eV
structure (SMILES) = C=C(C)C(C)=O.O
molecular weight = 102.1 g/mol
ΔE to the lowest compared entry with this formula, charge and spin = 1.9259 eV